# 1
C4H3NO2 | ωB97M-V/def2-TZVPD

- Relative energy (zero: lowest compared OMol25 entry of this formula, charge and spin): 431.9 kJ/mol
- Max |F|: 4.624 eV Å⁻¹
- E: -9777.2100 eV
- HOMO (alpha / beta): -8.613 / -8.613 eV
- Kohn-Sham gap (alpha / beta): 7.65 / 7.65 eV

```
! wB97M-V def2-TZVPD RIJCOSX def2/J DEFGRID3
* xyz 0 1
O 2.573 -0.530 0.148
C 1.428 -0.603 0.275
C 0.112 -1.112 0.593
C -0.993 -0.424 0.206
C -0.836 0.792 -0.520
N 0.436 1.264 -0.417
O 0.890 2.260 -0.938
H 0.106 -2.170 1.126
H -1.962 -0.975 0.262
H -1.755 1.498 -0.735
*
```

=====

# 2
C4H12NO2 | ωB97M-V/def2-TZVPD

- Relative energy (zero: lowest compared OMol25 entry of this formula, charge and spin): 17.6 kJ/mol
- Max |F|: 1.382 eV Å⁻¹
- E: -9928.0417 eV
- HOMO: -3.238 eV
- Kohn-Sham gap: 7.23 eV

```
! wB97M-V def2-TZVPD RIJCOSX def2/J DEFGRID3
* xyz -1 1
C -0.402 -0.189 0.444
N -0.117 0.245 -0.931
C 1.112 1.149 -0.970
O 0.893 2.381 -0.544
C 0.194 -1.545 0.763
C -0.224 -2.669 -0.199
H -1.477 -0.222 0.579
H 0.023 0.520 1.169
H -0.849 0.909 -1.149
H 1.467 1.030 -2.011
H 1.874 0.594 -0.368
H 1.287 -1.578 0.827
H -0.157 -1.834 1.768
H 0.345 -3.581 -0.027
H -0.079 -2.367 -1.238
H -1.279 -2.929 -0.079
H -0.903 3.712 1.361
H -0.457 2.945 0.102
O -1.252 3.429 0.503
*
```

=====

# 3
C28H66AlN8O10P4S2 | ωB97M-V/def2-TZVPD

- Relative energy (zero: lowest compared OMol25 entry of this formula, charge and spin): 754.7 kJ/mol
- Max |F|: 9.811 eV Å⁻¹
- E: -127919.4345 eV
- HOMO: -5.687 eV
- Kohn-Sham gap: 5.94 eV

```
! wB97M-V def2-TZVPD RIJCOSX def2/J DEFGRID3
* xyz -1 1
C 5.643 0.015 4.523
C 4.210 0.743 4.490
O 4.055 1.692 3.677
O 3.145 0.307 5.341
C 2.217 -0.546 4.612
C 2.847 -2.024 4.414
C 1.693 -3.167 4.237
C 1.626 -3.495 2.671
C 0.383 -4.398 2.220
C 0.728 -5.172 0.845
C 0.769 -4.223 -0.437
O 1.613 -3.039 -0.417
Al 1.531 -2.392 -2.187
S 0.441 -0.400 -1.915
P 3.795 -2.305 -2.860
P 3.831 -1.667 -4.943
O 3.965 -0.138 -4.990
O 5.148 -2.453 -5.714
O 2.422 -2.234 -5.776
O 0.548 -3.866 -2.851
C 0.977 -4.871 -1.903
C 0.600 -6.404 -2.150
C 0.721 -6.824 -3.695
C 2.262 -7.022 -4.179
C 3.101 -8.016 -3.240
S 4.466 -7.219 -2.271
C 6.034 -7.381 -3.244
N 7.322 -6.806 -2.939
N 8.185 -7.148 -3.948
C 7.446 -7.950 -4.879
O 6.105 -8.124 -4.447
H 6.471 0.702 4.114
H 5.908 -0.215 5.619
H 5.604 -0.922 3.869
H 1.255 -0.651 5.212
H 1.936 -0.117 3.587
H 3.617 -2.302 5.205
H 3.423 -1.978 3.413
H 0.727 -2.662 4.613
H 1.904 -4.072 4.902
H 1.498 -2.480 2.133
H 2.646 -3.889 2.334
H -0.507 -3.698 2.000
H 0.011 -5.121 3.030
H -0.153 -5.904 0.674
H 1.651 -5.835 0.983
H -0.280 -3.760 -0.487
H 1.438 0.559 -1.665
H 4.238 -3.686 -2.774
H 4.978 -3.421 -5.668
H 2.648 -2.276 -6.737
H 2.129 -4.855 -2.030
H 1.237 -7.083 -1.467
H -0.486 -6.567 -1.787
H 0.210 -6.022 -4.331
H 0.172 -7.813 -3.934
H 2.170 -7.524 -5.217
H 2.802 -6.036 -4.359
H 2.391 -8.577 -2.539
H 3.605 -8.781 -3.942
H 7.865 -8.393 -5.834
O -4.113 4.403 -1.325
P -3.404 4.585 -2.682
N -2.400 3.209 -2.452
C -0.989 3.051 -2.756
C -3.084 1.962 -2.811
N -2.645 6.085 -2.119
C -1.257 6.193 -1.676
C -3.418 6.773 -1.043
N -2.692 4.820 -4.301
C -1.489 5.543 -4.689
C -3.774 5.414 -5.128
H -0.799 2.937 -3.830
H -0.590 2.152 -2.276
H -0.382 3.860 -2.357
H -3.235 1.902 -3.898
H -4.063 1.908 -2.327
H -2.523 1.079 -2.491
H -1.048 5.548 -0.815
H -1.034 7.228 -1.389
H -0.522 5.992 -2.444
H -3.244 6.279 -0.076
H -4.482 6.782 -1.255
H -3.094 7.813 -0.939
H -1.546 6.617 -4.477
H -1.334 5.439 -5.769
H -0.576 5.136 -4.263
H -4.024 6.425 -4.779
H -4.679 4.798 -5.067
H -3.500 5.472 -6.186
O -3.818 1.158 3.630
P -4.051 2.664 3.856
N -3.129 3.115 2.478
C -2.181 4.203 2.335
C -3.913 3.031 1.239
N -3.087 2.622 5.344
C -1.706 3.088 5.446
C -3.059 1.279 5.994
N -4.439 4.382 4.145
C -3.693 5.389 4.884
C -5.792 4.386 4.758
H -2.670 5.183 2.256
H -1.590 4.077 1.422
H -1.443 4.222 3.133
H -4.682 3.814 1.214
H -4.411 2.060 1.166
H -3.287 3.133 0.348
H -1.034 2.539 4.777
H -1.342 2.962 6.473
H -1.575 4.148 5.272
H -2.350 0.619 5.472
H -4.040 0.815 6.003
H -2.724 1.359 7.032
H -3.597 5.156 5.951
H -4.212 6.352 4.814
H -2.711 5.602 4.469
H -5.770 3.929 5.757
H -6.492 3.815 4.136
H -6.200 5.397 4.850
*
```

=====

# 4
CFN2O | ωB97M-V/def2-TZVPD

- Relative energy (zero: lowest compared OMol25 entry of this formula, charge and spin): 51.0 kJ/mol
- Max |F|: 4.372 eV Å⁻¹
- E: -8779.0746 eV
- HOMO: -4.596 eV
- Kohn-Sham gap: 9.29 eV

```
! wB97M-V def2-TZVPD RIJCOSX def2/J DEFGRID3
* xyz -1 1
C -0.198 0.766 0.571
N -0.415 1.898 0.648
N 0.649 -0.758 -0.070
O 0.008 -1.719 0.317
F -0.044 -0.187 -1.466
*
```

=====

# 5
C45H93N3O30 | ωB97M-V/def2-TZVPD

- Max |F|: 4.459 eV Å⁻¹
- E: -114064.8372 eV
- HOMO: -9.285 eV
- Kohn-Sham gap: 9.54 eV

```
! wB97M-V def2-TZVPD RIJCOSX def2/J DEFGRID3
* xyz 0 1
C -0.526 9.343 -2.534
C -0.938 8.135 -1.559
O -0.052 7.078 -1.540
C -0.088 6.189 -2.596
O -0.592 6.429 -3.717
O 0.641 5.141 -2.349
C 0.810 4.113 -3.389
H -0.298 8.890 -3.498
H 0.378 9.804 -2.135
H -1.281 10.118 -2.662
H -1.956 7.767 -1.693
H -1.073 8.618 -0.591
H 1.432 3.259 -3.122
H 1.125 4.639 -4.290
H -0.214 3.812 -3.612
C 5.740 3.185 0.505
C 6.182 2.003 -0.336
O 5.568 2.007 -1.597
C 4.180 1.761 -1.820
O 3.416 1.352 -0.983
O 3.883 2.034 -3.135
C 4.774 2.595 -4.133
H 6.082 3.099 1.537
H 4.651 3.193 0.538
H 6.109 4.075 -0.004
H 6.064 1.072 0.219
H 7.258 2.073 -0.495
H 4.282 2.605 -5.105
H 5.709 2.056 -4.289
H 5.050 3.620 -3.883
C 1.523 2.312 2.143
C 2.361 2.915 3.273
O 3.126 1.960 3.895
C 3.944 2.318 4.914
O 4.099 3.504 5.298
O 4.617 1.291 5.433
C 5.703 1.396 6.371
H 2.112 2.388 1.230
H 0.610 2.900 2.042
H 1.234 1.264 2.225
H 1.604 3.324 3.943
H 2.887 3.831 3.008
H 6.453 2.003 5.862
H 6.174 0.425 6.519
H 5.510 1.863 7.337
C -2.798 -0.494 2.022
C -2.601 -0.501 3.576
O -1.412 0.222 3.854
C -1.079 0.373 5.099
O -1.708 -0.021 6.098
O 0.074 1.083 5.162
C 0.755 1.076 6.432
H -2.091 -1.214 1.610
H -2.511 0.475 1.613
H -3.770 -0.926 1.785
H -2.567 -1.526 3.947
H -3.454 0.017 4.013
H 1.435 1.927 6.444
H 1.282 0.129 6.554
H 0.099 1.206 7.292
C 2.940 -7.149 -2.017
C 3.694 -6.055 -2.815
O 3.069 -4.772 -2.666
C 3.625 -3.689 -3.301
O 4.699 -3.731 -3.847
O 2.818 -2.545 -3.223
C 1.544 -2.610 -2.741
H 3.331 -7.107 -1.000
H 3.261 -8.152 -2.298
H 1.857 -7.032 -1.976
H 3.531 -6.262 -3.872
H 4.752 -6.060 -2.552
H 1.190 -1.582 -2.660
H 1.571 -3.014 -1.729
H 0.850 -3.166 -3.371
C 0.809 -2.964 6.202
C 2.146 -2.945 5.438
O 2.269 -1.957 4.405
C 3.438 -1.779 3.835
O 4.419 -2.550 3.956
O 3.374 -0.744 3.003
C 4.456 -0.282 2.153
H 0.609 -2.108 6.847
H 0.500 -3.872 6.721
H 0.003 -2.728 5.507
H 2.136 -3.896 4.905
H 3.016 -2.937 6.096
H 5.142 0.254 2.810
H 4.124 0.417 1.385
H 5.001 -1.113 1.705
C -0.469 5.942 2.980
C -0.260 5.739 1.437
O -0.845 4.548 0.967
C -1.978 4.515 0.176
O -2.692 5.472 -0.130
O -2.291 3.226 -0.154
C -3.471 2.872 -0.904
H -1.440 5.638 3.371
H -0.345 7.000 3.210
H 0.368 5.503 3.523
H 0.794 5.771 1.160
H -0.701 6.663 1.063
H -3.848 1.849 -0.868
H -3.375 3.281 -1.909
H -4.246 3.346 -0.301
C 0.536 -2.460 -6.614
C 0.293 -1.360 -5.636
O -0.583 -0.342 -6.163
C -1.053 0.664 -5.419
O -1.035 0.631 -4.149
O -1.383 1.653 -6.243
C -2.005 2.866 -5.786
H -0.259 -2.570 -7.352
H 0.695 -3.427 -6.137
H 1.403 -2.169 -7.207
H 1.229 -1.044 -5.174
H -0.294 -1.961 -4.942
H -1.631 3.251 -4.837
H -3.066 2.640 -5.684
H -1.834 3.504 -6.653
C -8.406 -2.027 -0.404
C -7.016 -1.399 -0.459
O -6.887 -0.679 -1.686
C -5.700 -0.227 -2.033
O -4.571 -0.471 -1.548
O -5.873 0.554 -3.168
C -4.765 0.869 -3.943
H -8.529 -2.705 0.441
H -8.499 -2.598 -1.328
H -9.177 -1.263 -0.305
H -6.355 -2.262 -0.534
H -6.732 -0.828 0.426
H -4.348 1.838 -3.668
H -5.040 0.859 -4.997
H -4.066 0.033 -3.914
C 0.001 0.584 -1.054
N -0.202 -0.744 -0.459
C 0.921 -1.193 0.408
C -1.181 -1.558 -0.794
O -1.361 -2.690 -0.292
H 0.427 1.296 -0.348
H -0.916 1.050 -1.416
H 0.715 0.657 -1.874
H 0.934 -0.553 1.291
H 0.825 -2.206 0.798
H 1.816 -1.134 -0.211
H -1.784 -1.144 -1.617
C -4.135 -4.755 -0.197
N -5.536 -4.659 -0.789
C -5.571 -4.255 -2.147
C -6.606 -4.967 -0.038
O -7.769 -4.997 -0.498
H -3.462 -3.957 -0.510
H -3.590 -5.686 -0.348
H -4.190 -4.641 0.886
H -6.526 -3.966 -2.585
H -4.936 -3.387 -2.327
H -5.156 -4.980 -2.847
H -6.352 -5.191 1.010
C 0.267 -6.295 0.831
N 0.129 -6.004 2.300
C -0.371 -4.693 2.748
C 0.501 -6.971 3.141
O 0.645 -6.841 4.392
H -0.735 -6.416 0.420
H 0.729 -7.256 0.607
H 0.809 -5.606 0.184
H 0.352 -3.906 2.534
H -1.316 -4.618 2.209
H -0.475 -4.792 3.829
H 0.752 -7.913 2.629
*
```

=====

# 6
C20H18ClIN2O7Ti | ωB97M-V/def2-TZVPD

- Relative energy (zero: lowest compared OMol25 entry of this formula, charge and spin): 18.7 kJ/mol
- Max |F|: 0.253 eV Å⁻¹
- E: -82088.1741 eV
- HOMO (alpha / beta): 1.111 / 1.113 eV
- Kohn-Sham gap (alpha / beta): 3.04 / 3.04 eV

```
! wB97M-V def2-TZVPD RIJCOSX def2/J DEFGRID3
* xyz -2 1
Ti -0.280 -0.366 0.346
O 1.943 1.768 -2.512
C 1.553 1.447 -1.392
O 0.392 0.987 -1.105
C 2.486 1.671 -0.192
C 1.680 2.211 0.998
C 2.605 2.789 2.073
C 3.199 1.498 2.694
C 2.514 0.417 1.853
O 1.224 0.997 1.615
C 3.106 0.370 0.436
C 2.709 -0.936 -0.255
O 3.547 -1.568 -0.887
O 1.488 -1.304 -0.070
H 3.272 2.356 -0.510
H 0.814 2.813 0.734
H 3.361 3.448 1.643
H 2.028 3.351 2.807
H 4.286 1.442 2.619
H 2.913 1.395 3.740
H 2.379 -0.549 2.335
H 4.195 0.423 0.441
Cl -1.707 0.955 6.911
C -1.647 0.962 5.147
C -2.145 2.078 4.492
C -2.101 2.141 3.112
I -2.804 3.819 2.090
C -1.553 1.067 2.376
O -1.445 1.027 1.060
C -1.062 -0.042 3.064
N -0.541 -1.020 2.207
C 0.028 -2.135 2.842
C 0.042 -2.266 4.193
C -0.511 -1.295 5.072
C -1.071 -0.151 4.485
H -2.560 2.893 5.070
H 0.445 -2.881 2.183
H 0.498 -3.161 4.605
H -0.483 -1.417 6.145
N -0.629 -4.347 -1.647
C -0.780 -3.101 -1.108
O -0.592 -2.906 0.079
C -1.184 -1.982 -2.026
C -1.750 -0.858 -1.176
H -0.225 -5.065 -1.072
H -0.703 -4.482 -2.637
H -1.843 -2.381 -2.815
H -0.266 -1.645 -2.525
H -2.718 -1.135 -0.747
H -1.865 0.052 -1.768
*
```

=====

# 7
H8O12S2Tl | ωB97M-V/def2-TZVPD

- Relative energy (zero: lowest compared OMol25 entry of this formula, charge and spin): 84.8 kJ/mol
- Max |F|: 3.850 eV Å⁻¹
- Expectation value of S²: 0.759
- E: -51060.7420 eV
- HOMO (alpha / beta): -0.400 / 0.883 eV
- Kohn-Sham gap (alpha / beta): 4.09 / 2.81 eV

```
! wB97M-V def2-TZVPD RIJCOSX def2/J DEFGRID3
* xyz -2 2
Tl -23.662 -2.019 -8.456
S -27.354 -3.658 -8.776
O -28.541 -2.966 -8.271
O -27.646 -4.155 -10.094
O -26.287 -2.694 -8.807
O -27.115 -4.775 -7.898
S -24.354 -5.706 -10.423
O -23.903 -4.719 -9.415
O -25.543 -6.376 -9.962
O -24.640 -5.049 -11.653
O -23.337 -6.685 -10.682
O -21.421 -3.744 -7.796
H -20.613 -3.854 -8.298
H -21.142 -3.787 -6.881
O -22.473 -1.546 -5.854
H -22.113 -2.252 -5.317
H -22.132 -0.745 -5.458
O -22.974 -0.056 -10.587
H -23.337 -0.149 -11.468
H -22.238 0.548 -10.693
O -24.890 -3.269 -6.028
H -24.715 -4.210 -6.062
H -25.641 -3.187 -5.440
*
```

=====

# 8
C4H6F2O | ωB97M-V/def2-TZVPD

- Relative energy (zero: lowest compared OMol25 entry of this formula, charge and spin): 185.6 kJ/mol
- Max |F|: 3.393 eV Å⁻¹
- E: -11725.7448 eV
- HOMO: -9.341 eV
- Kohn-Sham gap: 10.18 eV

```
! wB97M-V def2-TZVPD RIJCOSX def2/J DEFGRID3
* xyz 0 1
C 1.550 -0.419 -0.811
C 0.417 0.351 -0.084
F 0.532 1.717 -0.303
C -0.212 0.046 1.210
C -1.090 -0.090 -0.074
O -2.129 0.770 -0.328
F -1.420 -1.379 -0.301
H 1.828 -0.071 -1.746
H 1.543 -1.453 -0.664
H 2.414 -0.012 -0.370
H -0.073 -0.850 1.759
H -0.334 0.988 1.719
H -3.024 0.402 -0.007
*
```

=====

# 9
C3H5NO2 | ωB97M-V/def2-TZVPD

- Relative energy (zero: lowest compared OMol25 entry of this formula, charge and spin): 344.5 kJ/mol
- Max |F|: 0.589 eV Å⁻¹
- E: -8774.1242 eV
- HOMO: -9.554 eV
- Kohn-Sham gap: 10.40 eV

```
! wB97M-V def2-TZVPD RIJCOSX def2/J DEFGRID3
* xyz 0 1
C -0.378 1.707 0.120
C 0.604 0.904 0.483
O 0.286 -0.187 1.311
N 0.172 -1.343 0.529
C -0.400 -1.331 -0.717
O -1.232 -0.553 -1.125
H -1.382 1.485 0.469
H -0.236 2.514 -0.587
H 1.636 0.962 0.135
H 0.906 -2.012 0.715
H 0.026 -2.146 -1.333
*
```

=====

# 10
C7H7FN2O2 | ωB97M-V/def2-TZVPD

- Relative energy (zero: lowest compared OMol25 entry of this formula, charge and spin): 386.0 kJ/mol
- Max |F|: 6.509 eV Å⁻¹
- E: -17157.3612 eV
- HOMO: -9.571 eV
- Kohn-Sham gap: 9.01 eV

```
! wB97M-V def2-TZVPD RIJCOSX def2/J DEFGRID3
* xyz 0 1
C 0.077 1.932 -1.399
N -0.621 1.303 -0.234
C -2.008 0.925 -0.534
O -2.943 1.676 -0.141
O -2.414 -0.281 -1.225
F -3.000 -1.068 -0.255
C 0.154 0.171 0.348
C 0.507 -1.057 -0.518
C 1.346 -2.066 0.288
C 1.701 -1.770 1.736
N 1.362 -0.680 2.585
C 0.595 0.223 1.799
H -0.752 2.220 -2.156
H 0.639 2.896 -1.151
H 0.793 1.244 -1.961
H 0.245 -1.235 -1.609
H 1.700 -3.035 -0.204
H 2.364 -2.563 2.252
H 0.253 1.163 2.378
*
```

=====

- Which of these has the lowest max |F|?
  C20H18ClIN2O7Ti

=====

- Which of these has the highest E?
  C3H5NO2